(1)
Molecular formula: C5H5N
Method: DFT, wB97M-V/def2-TZVPD

The largest force on an atom comes out at 0.066 hartree/bohr. The HOMO-LUMO gap (alpha / beta) is 9.02 / 8.11 eV. For the LUMO energy (alpha / beta), the calculation gives -1.52 / -2.08 eV. Its net charge is 0. The calculation puts the energy at -247.999137 hartree. As for the energy above the lowest of the compared OMol25 structures with the same formula, charge and spin: 173.13 kcal per mole. The value obtained for the molecular weight is 79.102 g/mol.

Geometry as XYZ:
```
11
Properties=species:S:1:pos:R:3:forces:R:3:mulliken_charge:R:1
C 2.866638 -0.002836 -0.076605 -1.379 -0.111 0.193 0.2322
C -2.467789 -0.693176 0.049807 -0.683 -2.822 0.816 -0.5089
C 1.714497 0.816152 0.210222 -1.356 -1.053 -0.836 -0.4769
C 0.454250 0.435011 -0.060750 0.940 -1.261 -0.395 -0.2767
C -2.400941 0.557922 -0.220987 3.214 1.007 0.175 -0.1372
N 3.732687 -0.717893 -0.282851 0.866 -0.434 -0.208 -0.3604
H -1.572769 -1.315049 0.438126 -1.493 1.101 -0.744 0.1994
H -3.442052 -1.244238 -0.019128 0.936 0.463 0.073 0.2440
H 2.012313 1.727767 0.592916 0.064 2.052 0.796 0.3576
H 0.303272 -0.603924 -0.449931 -0.347 1.003 0.226 0.2842
H -1.200105 1.040268 -0.180821 -0.764 0.055 -0.097 0.4429
```
Positions in Å, forces in eV/Å.

(2)
Molecular formula: C5H5N
Method: DFT, wB97M-V/def2-TZVPD

The largest force on an atom comes out at 0.097 hartree/bohr. The HOMO-LUMO gap is 9.81 eV. For the LUMO energy, the calculation gives -0.07 eV. Its net charge is 0. The calculation puts the energy at -248.003880 hartree. As for the energy above the lowest of the compared OMol25 structures with the same formula, charge and spin: 170.15 kcal per mole. The value obtained for the molecular weight is 79.102 g/mol.

Geometry as XYZ:
```
11
Properties=species:S:1:pos:R:3:forces:R:3:mulliken_charge:R:1
C 1.658701 0.646276 -1.519005 1.142 0.469 -0.811 -1.0810
C 0.761200 0.222550 -0.437479 0.058 0.105 -0.218 0.5746
C 0.031419 -0.174317 0.441086 0.722 0.820 -1.210 -0.1061
C -0.956547 -0.610304 1.400717 0.780 -0.403 2.042 -0.5130
C -2.317754 -0.353225 0.991884 -3.737 0.569 -2.167 0.2034
H 1.645889 2.178430 -1.609904 0.199 -4.995 0.070 0.2676
H 3.048734 0.123424 -0.986810 -4.035 1.714 -2.158 0.2512
H 1.103968 -0.041712 -2.795299 2.157 2.317 3.847 0.2639
H -0.801618 -1.688747 1.580378 -0.350 0.268 -0.063 0.2531
H -0.794819 -0.141165 2.416500 -0.081 -0.311 -1.024 0.2593
N -3.379173 -0.161210 0.517930 3.144 -0.552 1.691 -0.3731
```
Positions in Å, forces in eV/Å.

(3)
Molecular formula: C5H5N
Method: DFT, wB97M-V/def2-TZVPD

The largest force on an atom comes out at 0.060 hartree/bohr. The HOMO-LUMO gap is 10.22 eV. For the LUMO energy, the calculation gives 0.91 eV. Its net charge is 0. The calculation puts the energy at -248.218734 hartree. As for the energy above the lowest of the compared OMol25 structures with the same formula, charge and spin: 35.33 kcal per mole. The value obtained for the molecular weight is 79.102 g/mol.

Geometry as XYZ:
```
11
Properties=species:S:1:pos:R:3:forces:R:3:mulliken_charge:R:1
C -0.170587 1.214068 0.040267 0.157 -0.669 -0.082 -0.1074
C -1.205452 0.267266 0.031797 -0.279 -0.201 -0.117 -0.3082
C -0.952502 -1.072792 0.054014 -0.176 0.063 -0.093 -0.1441
N 0.282671 -1.622907 0.109797 0.347 0.661 -0.213 -0.5006
C 1.345949 -0.857654 0.073818 -0.542 2.956 -0.663 -0.1590
C 1.144009 0.788020 0.031286 -0.053 -2.056 -0.126 -0.3767
H -0.509196 2.263973 -0.029429 0.817 -0.513 0.124 0.3150
H -2.221672 0.614268 -0.077878 -0.161 -0.065 0.105 0.3275
H -1.768674 -1.775520 -0.076027 0.032 -0.032 0.287 0.3505
H 2.252470 -1.521428 -0.089170 -0.482 1.915 0.545 0.3483
H 1.802984 1.702701 -0.068470 0.340 -2.060 0.233 0.2549
```
Positions in Å, forces in eV/Å.

(4)
Molecular formula: C5H5N
Method: DFT, wB97M-V/def2-TZVPD

The largest force on an atom comes out at 0.036 hartree/bohr. The HOMO-LUMO gap is 11.03 eV. For the LUMO energy, the calculation gives 0.62 eV. Its net charge is 0. The calculation puts the energy at -248.172688 hartree. As for the energy above the lowest of the compared OMol25 structures with the same formula, charge and spin: 64.22 kcal per mole. The value obtained for the molecular weight is 79.102 g/mol.

Geometry as XYZ:
```
11
Properties=species:S:1:pos:R:3:forces:R:3:mulliken_charge:R:1
C 0.350967 0.956239 1.043890 -0.142 -0.067 -0.023 -1.1687
C 0.166979 -0.258614 0.102609 -0.315 -0.188 0.048 0.7074
C -0.699566 -0.092276 -1.073647 -0.552 0.024 -0.580 -0.7150
C -1.707009 -0.333447 -1.690293 0.571 0.534 -0.356 -0.1538
C 1.431264 -0.980538 -0.129340 0.689 -0.546 -0.191 0.1506
N 2.406820 -1.594330 -0.233240 -1.007 0.749 0.075 -0.4054
H -0.628430 1.368133 1.295291 0.080 -0.071 -0.044 0.3635
H 0.849766 0.657032 1.972482 -0.136 -0.092 -0.242 0.3303
H 0.949748 1.764236 0.603337 -0.153 -0.391 -0.146 0.3161
H -0.579050 -1.000485 0.438109 1.016 -0.009 1.531 0.1471
H -2.541489 -0.485949 -2.329197 -0.051 0.056 -0.072 0.4280
```
Positions in Å, forces in eV/Å.

(5)
Molecular formula: C5H5N
Method: DFT, wB97M-V/def2-TZVPD

The largest force on an atom comes out at 0.022 hartree/bohr. The HOMO-LUMO gap is 11.32 eV. For the LUMO energy, the calculation gives 0.73 eV. Its net charge is 0. The calculation puts the energy at -248.200122 hartree. As for the energy above the lowest of the compared OMol25 structures with the same formula, charge and spin: 47.01 kcal per mole. The value obtained for the molecular weight is 79.102 g/mol.

Geometry as XYZ:
```
11
Properties=species:S:1:pos:R:3:forces:R:3:mulliken_charge:R:1
C -0.344879 -2.544933 0.555761 0.075 0.287 -0.204 0.1876
C -0.074936 -1.518179 -0.009224 -0.124 -0.366 0.190 -0.4919
C 0.230335 -0.224113 -0.621651 0.040 -0.033 -0.045 -0.6628
C -0.245466 0.918134 0.292368 0.008 -0.021 0.133 -0.3385
C 0.250966 2.211592 -0.171663 0.746 0.865 0.040 0.1094
N 0.831226 3.183668 -0.403841 -0.719 -0.713 -0.060 -0.4063
H -0.583002 -3.465242 1.042973 0.053 0.167 -0.095 0.3995
H 1.310702 -0.126742 -0.776308 -0.155 -0.071 0.019 0.3151
H -0.241372 -0.141894 -1.607275 0.049 -0.039 0.166 0.2982
H -1.332599 0.906905 0.413882 0.180 0.083 -0.112 0.3175
H 0.199025 0.800805 1.284978 -0.154 -0.158 -0.031 0.2722
```
Positions in Å, forces in eV/Å.

(6)
Molecular formula: C5H5N
Method: DFT, wB97M-V/def2-TZVPD

The largest force on an atom comes out at 0.043 hartree/bohr. The HOMO-LUMO gap is 10.41 eV. For the LUMO energy, the calculation gives 0.82 eV. Its net charge is 0. The calculation puts the energy at -248.153148 hartree. As for the energy above the lowest of the compared OMol25 structures with the same formula, charge and spin: 76.49 kcal per mole. The value obtained for the molecular weight is 79.102 g/mol.

Geometry as XYZ:
```
11
Properties=species:S:1:pos:R:3:forces:R:3:mulliken_charge:R:1
C 1.383705 -0.906908 0.307206 0.845 0.396 0.271 -0.2213
C 1.273828 1.092379 0.176492 -1.911 -0.913 -0.643 -0.2857
C -2.340543 -0.384726 -0.385520 -0.152 0.019 -0.105 -1.0546
N 2.233948 0.049486 0.505235 0.426 -1.186 -0.017 -0.5496
C 0.207410 -0.128302 -0.004024 0.650 1.942 0.278 0.6774
C -1.062812 -0.256533 -0.194730 -0.171 -0.194 -0.033 0.0278
H 1.565149 -1.968153 0.353224 0.124 -0.221 0.113 0.3934
H 1.447186 1.567516 -0.787133 0.253 0.169 0.128 0.2378
H 1.087962 1.809416 0.973376 -0.064 -0.011 -0.043 0.2804
H -2.746733 -0.582785 -1.367037 0.020 0.096 -0.142 0.2470
H -3.049098 -0.291390 0.422910 -0.020 -0.097 0.194 0.2473
```
Positions in Å, forces in eV/Å.

(7)
Molecular formula: C5H5N
Method: DFT, wB97M-V/def2-TZVPD

The largest force on an atom comes out at 0.049 hartree/bohr. The HOMO-LUMO gap is 7.53 eV. For the LUMO energy, the calculation gives -0.37 eV. Its net charge is 0. The calculation puts the energy at -248.057272 hartree. As for the energy above the lowest of the compared OMol25 structures with the same formula, charge and spin: 136.65 kcal per mole. The value obtained for the molecular weight is 79.102 g/mol.

Geometry as XYZ:
```
11
Properties=species:S:1:pos:R:3:forces:R:3:mulliken_charge:R:1
C 1.161196 -1.181009 -0.231054 1.489 0.143 0.306 -0.7953
C 0.747810 0.197917 -0.093755 -1.826 -1.310 1.094 0.3754
C 1.082072 1.485415 -0.059792 -0.691 -0.895 -0.979 0.4232
C -0.254974 -1.668196 -0.081579 -1.478 1.118 1.419 -0.3526
C -0.708750 -0.193754 0.372195 0.395 -1.912 1.022 -0.5501
N 0.981212 2.671514 -0.058224 1.003 0.157 1.250 -0.4864
H -0.472461 -1.939165 -1.091054 -0.576 0.081 -1.145 0.2508
H -0.706620 -2.533004 0.526847 1.500 1.096 -0.611 0.3032
H -0.820831 -0.291967 1.480461 0.463 0.494 -0.675 0.2045
H -1.634052 0.273387 0.062689 0.019 0.312 -0.752 0.3394
H 0.625397 3.178862 -0.826733 -0.297 0.717 -0.930 0.2879
```
Positions in Å, forces in eV/Å.

(8)
Molecular formula: C5H5N
Method: DFT, wB97M-V/def2-TZVPD

The largest force on an atom comes out at 0.119 hartree/bohr. The HOMO-LUMO gap (alpha / beta) is 8.58 / 8.58 eV. For the LUMO energy (alpha / beta), the calculation gives -2.11 / -2.11 eV. Its net charge is 0. The calculation puts the energy at -248.002109 hartree. As for the energy above the lowest of the compared OMol25 structures with the same formula, charge and spin: 171.26 kcal per mole. The value obtained for the molecular weight is 79.102 g/mol.

Geometry as XYZ:
```
11
Properties=species:S:1:pos:R:3:forces:R:3:mulliken_charge:R:1
C -2.995669 0.260803 0.212289 5.423 -2.710 -0.667 0.0239
C 0.007793 -1.344315 -0.666886 -2.160 -1.287 0.676 -0.1877
C -0.791327 -0.637622 0.055297 -1.674 0.845 -0.966 -0.0583
C 0.578785 -0.366472 0.431732 -0.073 2.599 -1.607 -0.0556
C 1.351098 0.838650 -0.078103 -2.783 0.711 -0.601 -1.0710
N -3.899954 0.865223 0.532673 -2.199 1.341 0.593 -0.3093
H 0.164283 -2.303555 -1.170195 0.317 0.901 -0.108 0.3287
H 0.996699 -0.706858 1.295261 0.693 -1.505 2.556 0.3795
H 1.525218 1.620278 0.669967 -0.627 -0.071 0.036 0.3308
H 0.742666 1.223719 -0.964923 1.312 -0.136 1.082 0.3030
H 2.320408 0.550147 -0.317108 1.771 -0.688 -0.995 0.3161
```
Positions in Å, forces in eV/Å.

(9)
Molecular formula: C5H5N
Method: DFT, wB97M-V/def2-TZVPD

The largest force on an atom comes out at 0.009 hartree/bohr. The HOMO-LUMO gap is 8.21 eV. For the LUMO energy, the calculation gives 0.53 eV. Its net charge is 0. The calculation puts the energy at -248.119897 hartree. As for the energy above the lowest of the compared OMol25 structures with the same formula, charge and spin: 97.35 kcal per mole. The value obtained for the molecular weight is 79.102 g/mol.

Geometry as XYZ:
```
11
Properties=species:S:1:pos:R:3:forces:R:3:mulliken_charge:R:1
C 0.870370 -0.318451 -0.724334 0.288 -0.003 0.071 0.1080
C 0.831710 0.812593 -0.056352 0.001 -0.120 -0.216 -0.3478
C -0.178334 1.196066 0.928613 -0.271 -0.046 -0.050 -0.1941
N -1.208771 0.471813 1.154682 -0.110 -0.176 0.125 -0.0256
C -2.081640 -0.336652 1.441113 0.359 0.294 -0.146 -0.2763
C 1.096363 -1.444324 -1.338686 -0.171 0.048 0.225 -0.6428
H 1.902655 -2.067101 -0.967161 -0.232 -0.290 0.112 0.2329
H 1.606337 1.540984 -0.286488 -0.322 0.142 -0.114 0.3329
H -0.148654 2.187308 1.370668 0.052 -0.207 0.068 0.3598
H -2.993025 -0.324846 0.828592 0.131 0.065 0.060 0.2066
H 0.495360 -1.817715 -2.163501 0.274 0.294 -0.136 0.2464
```
Positions in Å, forces in eV/Å.

(10)
Molecular formula: C5H5N
Method: DFT, wB97M-V/def2-TZVPD

The largest force on an atom comes out at 0.043 hartree/bohr. The HOMO-LUMO gap is 11.23 eV. For the LUMO energy, the calculation gives 1.01 eV. Its net charge is 0. The calculation puts the energy at -248.169660 hartree. As for the energy above the lowest of the compared OMol25 structures with the same formula, charge and spin: 66.13 kcal per mole. The value obtained for the molecular weight is 79.102 g/mol.

Geometry as XYZ:
```
11
Properties=species:S:1:pos:R:3:forces:R:3:mulliken_charge:R:1
C -2.071649 0.003519 0.200586 -0.206 0.842 -1.037 0.0556
C 1.562397 0.053386 0.106425 -0.761 -1.555 -1.403 -0.3965
C -0.678201 0.206929 0.494278 1.149 -1.216 0.037 -0.0237
C 0.336697 0.583944 -0.531576 -0.752 -0.327 -1.416 -0.2230
C 0.310572 -0.842790 -0.117911 -0.884 1.470 0.895 -0.3523
N -3.155654 0.005134 -0.187470 0.163 -0.357 0.383 -0.4280
H 2.470762 -0.122570 -0.483017 -0.621 0.075 0.077 0.2529
H 1.715054 0.408709 1.075864 0.518 0.210 1.629 0.1677
H -0.488493 0.453434 1.513401 0.087 0.434 0.698 0.2894
H 0.197171 0.971322 -1.533604 -0.058 0.137 0.322 0.3195
H -0.198654 -1.721013 -0.536978 1.363 0.285 -0.184 0.3384
```
Positions in Å, forces in eV/Å.